Molecular formula: C20H28BGeIO2W
Method: DFT, ωB97M-V/def2-TZVPD

CARTESIAN COORDINATES (ANGSTROEM)
W: -0.685 0.184 0.232
I: 0.758 0.523 2.713
C: 1.383 2.397 2.034
C: 2.199 3.116 2.864
C: 2.654 4.378 2.446
C: 2.273 4.852 1.224
C: 1.429 4.099 0.374
C: 1.047 4.637 -0.877
C: 0.212 3.953 -1.720
C: -0.273 2.706 -1.334
C: 0.063 2.082 -0.117
C: 0.951 2.818 0.763
H: 2.495 2.730 3.829
H: 3.296 4.956 3.095
H: 2.610 5.823 0.885
H: 1.425 5.613 -1.154
H: -0.076 4.374 -2.673
H: -0.924 2.189 -2.022
C: 2.706 -2.433 -0.024
C: 1.353 -2.805 -0.587
C: 0.790 -4.057 0.029
O: 0.437 -1.621 -0.190
B: 0.404 -0.806 -1.322
O: 0.976 -1.273 -2.414
C: 1.252 -2.715 -2.150
C: 2.536 -3.084 -2.856
C: 0.066 -3.473 -2.719
H: 2.638 -2.321 1.057
H: 3.088 -1.509 -0.458
H: 3.419 -3.230 -0.234
H: 0.903 -4.031 1.112
H: 1.354 -4.915 -0.340
H: -0.257 -4.208 -0.226
H: 3.356 -2.424 -2.582
H: 2.385 -3.018 -3.932
H: 2.813 -4.112 -2.617
H: -0.866 -3.208 -2.214
H: 0.215 -4.549 -2.635
H: -0.035 -3.225 -3.774
C: -2.178 -1.235 1.909
Ge: -3.253 0.255 1.058
C: -3.155 1.880 2.113
C: -5.026 -0.384 0.682
C: -2.166 0.332 -0.790
H: -2.014 -1.035 2.965
H: -1.257 -1.691 1.505
H: -2.889 -2.057 1.796
H: -3.282 1.623 3.166
H: -3.967 2.545 1.820
H: -2.211 2.405 1.982
H: -5.472 -0.597 1.656
H: -5.022 -1.289 0.078
H: -5.611 0.389 0.189
H: -2.865 0.444 -1.613

Forces on the atoms, in the same order (eV/Å):
W -0.31 -0.11 -0.03
I 0.03 0.03 0.20
C -0.01 -0.07 0.00
C 0.03 0.08 -0.04
C -0.01 -0.04 0.03
C -0.01 0.01 -0.02
C 0.02 0.03 -0.02
C 0.01 0.00 0.01
C 0.01 -0.01 0.00
C 0.02 0.05 0.00
C -0.07 -0.09 0.03
C 0.04 0.03 -0.02
H 0.00 0.00 0.00
H 0.00 0.00 0.00
H 0.00 0.00 0.00
H 0.00 0.00 0.00
H 0.00 0.00 0.00
H -0.02 0.00 0.00
C -0.01 -0.01 -0.01
C 0.09 0.03 0.01
C 0.00 -0.01 0.00
O 0.12 -0.16 -0.18
B -0.40 0.10 0.09
O 0.05 -0.04 0.00
C -0.03 -0.03 0.02
C 0.02 0.00 0.00
C 0.00 0.03 0.00
H 0.00 0.00 0.00
H 0.00 0.00 0.00
H 0.00 0.00 0.00
H -0.01 0.00 0.00
H 0.01 0.00 0.00
H 0.00 0.00 0.00
H 0.00 0.00 0.00
H 0.00 0.00 0.00
H 0.00 0.00 0.00
H 0.00 0.00 0.00
H 0.00 0.00 0.00
H 0.00 0.00 0.00
C -0.04 0.05 -0.04
Ge 0.24 0.08 0.38
C -0.09 0.02 0.03
C 0.04 -0.04 -0.22
C 0.34 0.16 -0.35
H 0.00 -0.02 0.00
H 0.07 0.02 0.04
H 0.02 -0.02 0.00
H -0.01 0.02 0.01
H 0.01 0.02 0.00
H 0.01 -0.01 0.01
H -0.04 -0.01 -0.02
H -0.01 0.00 0.00
H -0.01 -0.01 0.00
H -0.11 -0.12 0.08

Computed properties:
Energy above the lowest of the compared OMol25 structures with the same formula, charge and spin, eV: 0.000
Net charge: +2
Kohn-Sham gap, eV: 6.6

***

Molecular formula: C5H9NO
Method: DFT, ωB97M-V/def2-TZVPD

CARTESIAN COORDINATES (ANGSTROEM)
O: -1.704 0.743 1.333
C: -0.560 0.568 1.140
C: 0.025 0.727 -0.310
C: 1.208 -0.378 -0.464
C: 0.704 -1.711 -0.851
C: -0.314 -2.350 -0.289
N: 0.481 2.009 -0.565
H: 0.128 0.307 1.974
H: -0.777 0.474 -1.004
H: 1.919 0.071 -1.151
H: 1.707 -0.389 0.521
H: 1.190 -2.151 -1.717
H: -0.581 -3.333 -0.641
H: -0.898 -1.963 0.538
H: 0.947 2.532 0.174
H: -0.091 2.612 -1.148

Forces on the atoms, in the same order (eV/Å):
O -0.49 0.00 -0.31
C 0.11 0.07 1.13
C 0.33 -0.43 -1.19
C 0.26 0.72 1.15
C -0.03 0.12 -0.59
C 0.03 -0.17 0.15
N -0.73 0.36 0.84
H 0.24 0.06 -0.40
H 0.03 0.04 0.03
H -0.07 -0.28 -0.24
H -0.12 -0.05 -0.24
H 0.00 -0.05 0.10
H -0.13 -0.11 -0.02
H 0.01 0.03 0.00
H 0.43 -0.21 -0.25
H 0.12 -0.11 -0.16

Computed properties:
2S+1: 2
Energy above the lowest of the compared OMol25 structures with the same formula, charge and spin, eV: 2.173
Net charge: +1
Kohn-Sham gap (alpha / beta), eV: 10.1 / 5.7

***

Molecular formula: C28H20BrClIN5O7SSr
Method: DFT, ωB97M-V/def2-TZVPD

CARTESIAN COORDINATES (ANGSTROEM)
Sr: -0.242 -0.653 -0.644
C: -3.313 0.973 3.042
C: -2.426 1.107 1.839
N: -2.274 0.189 0.952
N: -2.922 -0.984 1.160
C: -2.959 -1.760 0.075
O: -2.544 -1.494 -1.072
C: -3.593 -3.104 0.321
C: -3.470 -4.069 -0.674
C: -4.032 -5.326 -0.512
C: -4.731 -5.631 0.647
C: -4.853 -4.674 1.646
C: -4.284 -3.421 1.487
C: -1.641 2.339 1.648
C: -1.708 3.390 2.572
C: -0.959 4.533 2.358
C: -0.168 4.616 1.226
C: -0.156 3.524 0.365
N: -0.851 2.418 0.562
H: -3.873 0.046 2.968
H: -4.004 1.817 3.115
H: -2.713 0.950 3.957
H: -2.911 -3.811 -1.563
H: -3.914 -6.073 -1.287
H: -5.169 -6.614 0.778
H: -5.389 -4.911 2.559
H: -4.356 -2.670 2.263
H: -2.331 3.302 3.451
H: -0.992 5.349 3.071
H: 0.436 5.487 1.010
H: 0.460 3.545 -0.527
O: 0.984 -4.802 -0.517
S: 0.997 -3.374 -0.364
O: 2.394 -3.012 0.283
O: -0.031 -2.827 0.530
O: 0.933 -2.593 -1.614
O: 5.850 -1.439 2.499
C: 4.584 -1.274 1.972
C: 4.302 -1.610 0.690
C: 2.912 -1.531 0.217
N: 2.068 -0.673 0.961
C: 2.425 -0.425 2.188
Br: 1.115 0.612 3.188
C: 3.608 -0.703 2.825
H: 6.364 -1.913 1.840
H: 5.069 -2.000 0.029
H: 2.807 -1.326 -0.850
H: 3.811 -0.428 3.846
Cl: 3.075 4.363 -5.507
C: 2.026 3.232 -4.683
C: 0.920 2.748 -5.332
C: 0.055 1.854 -4.704
I: -1.635 1.177 -5.717
C: 0.232 1.403 -3.383
O: -0.539 0.641 -2.754
C: 1.456 1.897 -2.732
N: 1.686 1.417 -1.495
C: 2.746 1.833 -0.836
C: 3.652 2.766 -1.360
C: 3.448 3.258 -2.624
C: 2.331 2.820 -3.363
H: 0.712 3.067 -6.345
H: 2.894 1.407 0.150
H: 4.501 3.074 -0.765
H: 4.130 3.970 -3.069

Forces on the atoms, in the same order (eV/Å):
Sr -0.10 1.43 -0.04
C 0.02 0.04 -0.02
C 0.08 -0.21 -0.15
N 0.03 -0.12 0.12
N -0.40 -0.05 0.27
C -0.13 -0.03 0.25
O 0.02 -0.08 -0.07
C -0.01 -0.15 -0.22
C 0.00 0.07 0.05
C 0.01 -0.02 -0.02
C -0.01 -0.03 0.00
C -0.04 -0.04 0.06
C 0.04 0.11 -0.01
C 0.19 0.24 -0.11
C -0.01 -0.11 -0.07
C 0.01 0.00 -0.02
C 0.00 0.02 0.00
C 0.06 0.02 0.02
N -0.10 -0.09 0.12
H 0.01 0.00 0.00
H -0.02 -0.01 0.02
H -0.01 0.00 0.02
H 0.00 0.00 -0.01
H 0.00 0.00 0.00
H 0.00 0.00 0.00
H 0.01 0.00 0.00
H 0.00 0.00 0.00
H 0.00 -0.01 -0.01
H 0.00 0.00 0.01
H -0.01 0.00 0.01
H 0.02 -0.02 -0.04
O 0.08 0.06 -0.02
S 0.19 0.14 0.28
O 0.00 -0.18 0.02
O -0.12 -0.44 0.34
O 0.31 -0.23 -0.49
O -0.05 0.08 0.12
C 0.01 -0.07 -0.03
C 0.02 0.13 -0.14
C 0.13 -0.35 0.04
N -0.28 0.02 -0.06
C -0.31 0.10 -0.09
Br 0.05 -0.03 0.02
C 0.18 -0.03 0.03
H 0.02 -0.02 -0.04
H -0.02 -0.02 -0.01
H 0.09 -0.03 0.02
H 0.03 -0.01 0.00
Cl 0.11 0.12 -0.09
C -0.18 -0.11 -0.04
C 0.18 0.10 0.08
C -0.15 0.01 0.05
I -0.04 -0.01 -0.03
C 0.22 -0.02 0.21
O -0.18 -0.13 -0.29
C 0.04 0.18 -0.26
N 0.16 -0.11 0.18
C -0.05 -0.06 0.08
C -0.01 0.09 -0.19
C 0.02 -0.07 0.16
C -0.14 -0.09 -0.01
H 0.03 0.02 -0.01
H -0.01 -0.01 0.00
H 0.02 0.01 0.00
H 0.02 0.00 0.01

Computed properties:
Energy above the lowest of the compared OMol25 structures with the same formula, charge and spin, eV: 1.122
Net charge: -2
Kohn-Sham gap, eV: 6.0

***

Molecular formula: C2H6ClN3
Method: DFT, ωB97M-V/def2-TZVPD

CARTESIAN COORDINATES (ANGSTROEM)
C: -0.156 -0.848 -0.322
C: 0.850 1.377 -0.331
N: 0.670 -0.006 -0.590
N: -0.439 -2.111 -0.449
N: -2.129 -0.374 0.899
Cl: -3.203 0.145 -0.340
H: 0.413 1.670 0.628
H: 0.398 1.968 -1.130
H: 1.925 1.569 -0.314
H: 0.181 -2.765 -0.908
H: -1.316 -2.419 -0.062
H: -1.842 0.479 1.381

Forces on the atoms, in the same order (eV/Å):
C -0.79 1.99 1.12
C 0.31 0.51 0.02
N -0.86 -1.27 0.05
N -0.39 -1.13 -0.07
N 2.30 -0.88 -0.82
Cl -0.26 0.31 -0.26
H -0.01 -0.07 -0.07
H 0.04 -0.01 0.07
H -0.17 0.19 0.06
H -0.02 0.24 0.00
H 0.00 0.01 0.06
H -0.16 0.11 -0.15

Computed properties:
Energy above the lowest of the compared OMol25 structures with the same formula, charge and spin, eV: 3.417
Net charge: 0
Kohn-Sham gap (alpha / beta), eV: 7.7 / 7.7